{
  "formula": "C37H96F3HgO15S",
  "method": "the ωB97M-V functional and the def2-TZVPD basis",
  "species": ["Hg", "C", "F", "F", "F", "S", "O", "O", "O", "C", "C", "C", "O", "H", "H", "H", "H", "H", "H", "H", "H", "C", "C", "C", "O", "H", "H", "H", "H", "H", "H", "H", "H", "C", "C", "C", "O", "H", "H", "H", "H", "H", "H", "H", "H", "C", "C", "C", "O", "H", "H", "H", "H", "H", "H", "H", "H", "C", "C", "C", "O", "H", "H", "H", "H", "H", "H", "H", "H", "C", "C", "C", "O", "H", "H", "H", "H", "H", "H", "H", "H", "C", "C", "C", "O", "H", "H", "H", "H", "H", "H", "H", "H", "C", "C", "C", "O", "H", "H", "H", "H", "H", "H", "H", "H", "C", "C", "C", "O", "H", "H", "H", "H", "H", "H", "H", "H", "C", "C", "C", "O", "H", "H", "H", "H", "H", "H", "H", "H", "C", "C", "C", "O", "H", "H", "H", "H", "H", "H", "H", "H", "C", "C", "C", "O", "H", "H", "H", "H", "H", "H", "H", "H"],
  "positions_angstrom": [[0.3022, 2.5060, -3.7742], [0.4446, -0.2655, 0.1447], [1.6624, 0.1920, 0.3143], [0.4344, -1.2431, -0.7345], [-0.0389, -0.6585, 1.2872], [-0.6091, 1.1544, -0.5287], [-0.5113, 2.2411, 0.4304], [0.0419, 1.5077, -1.8032], [-1.9471, 0.6393, -0.7753], [1.0083, 5.2656, 2.5065], [1.9150, 4.0631, 2.3260], [1.5589, 2.8746, 3.2315], [1.8813, 3.6516, 0.9559], [1.0805, 5.6598, 3.5213], [-0.0343, 4.9673, 2.3595], [1.2455, 6.0508, 1.7897], [2.9592, 4.2866, 2.5536], [2.0784, 2.9447, 4.1881], [2.0084, 1.9459, 2.8579], [0.4854, 2.6868, 3.2358], [1.0292, 3.2705, 0.7201], [-1.4604, -1.0261, -5.0135], [-1.4376, 0.4145, -5.4525], [-2.5957, 0.7864, -6.3722], [-1.5653, 1.2717, -4.2910], [-2.3086, -1.2974, -4.3883], [-0.5607, -1.2204, -4.4246], [-1.3872, -1.6939, -5.8731], [-0.5032, 0.6291, -5.9777], [-3.5762, 0.8483, -5.9004], [-2.6632, 0.0255, -7.1539], [-2.4061, 1.7585, -6.8311], [-2.3660, 0.9995, -3.7818], [-1.7588, -5.5216, -3.1839], [-1.2972, -4.0918, -3.5678], [-1.6329, -3.0744, -2.4949], [0.1425, -4.1556, -3.6709], [-2.7768, -5.7213, -3.5330], [-1.6995, -5.6808, -2.1111], [-1.1965, -6.2621, -3.7558], [-1.6563, -3.8256, -4.5646], [-1.5243, -3.5583, -1.5235], [-2.6570, -2.7159, -2.5729], [-0.9609, -2.2211, -2.5422], [0.3598, -4.9082, -4.2299], [4.1721, -5.3815, -0.7388], [2.7940, -5.0093, -1.2612], [2.1088, -3.9898, -0.3761], [2.9344, -4.5678, -2.5946], [4.7179, -4.4660, -0.4988], [4.7785, -6.0316, -1.3691], [4.0996, -5.9943, 0.1644], [2.2179, -5.9459, -1.2245], [2.1629, -4.2796, 0.6799], [1.0452, -3.8566, -0.5753], [2.6546, -3.0411, -0.3596], [2.0677, -4.4225, -2.9911], [2.4959, -1.2978, -3.4258], [2.5876, 0.2077, -3.3053], [3.9872, 0.7244, -3.5772], [1.6904, 0.7901, -4.2918], [2.8624, -1.6433, -4.4006], [1.4622, -1.6495, -3.3730], [3.0297, -1.8936, -2.6871], [2.2753, 0.4685, -2.2965], [4.7162, 0.3272, -2.8717], [4.0633, 1.8134, -3.5094], [4.3173, 0.5089, -4.5973], [1.7375, 0.2715, -5.1064], [-1.8952, -2.9380, 2.3734], [-1.9326, -4.1045, 3.3670], [-0.6849, -4.2248, 4.1954], [-3.1519, -4.0163, 4.1217], [-1.2015, -3.1286, 1.5482], [-1.5289, -2.0302, 2.8618], [-2.8638, -2.6825, 1.9438], [-2.0451, -5.0243, 2.7778], [-0.7289, -5.0664, 4.8875], [-0.4840, -3.3338, 4.7921], [0.1247, -4.4332, 3.4943], [-3.8606, -4.2753, 3.5290], [-3.6379, 0.5014, 2.3934], [-3.3874, 1.9814, 2.1515], [-4.4627, 2.8030, 2.8573], [-2.1373, 2.4029, 2.7036], [-4.3852, 0.0714, 1.7260], [-3.9236, 0.3138, 3.4294], [-2.7170, -0.0517, 2.1856], [-3.3859, 2.1058, 1.0647], [-4.4591, 2.5816, 3.9233], [-5.4533, 2.5045, 2.4995], [-4.3588, 3.8588, 2.6108], [-1.4737, 2.4091, 1.9953], [-0.8730, 6.3534, -1.9693], [-0.9691, 4.8493, -1.7568], [-2.2204, 4.4199, -0.9675], [-1.0204, 4.1979, -3.0561], [-1.7896, 6.7256, -2.4316], [-0.0498, 6.5768, -2.6511], [-0.6487, 6.8715, -1.0393], [-0.1322, 4.4376, -1.1913], [-2.1321, 4.5438, 0.1111], [-2.4155, 3.3577, -1.1171], [-3.0733, 4.9996, -1.3301], [-1.7497, 4.6240, -3.5305], [5.1342, -1.6427, 4.2734], [4.0600, -0.6347, 3.9133], [2.9140, -1.2315, 3.1101], [3.4809, -0.0967, 5.1128], [5.9715, -1.1076, 4.7229], [5.5289, -2.1359, 3.3823], [4.7623, -2.3878, 4.9765], [4.4702, 0.2517, 3.4277], [3.2236, -1.7365, 2.1910], [2.1534, -0.4787, 2.9051], [2.4224, -2.0209, 3.6903], [2.9751, -0.7987, 5.5380], [-5.4659, 0.0409, -4.1402], [-4.8437, 0.2898, -2.7763], [-4.9455, -0.9484, -1.9028], [-3.4591, 0.6048, -2.9853], [-6.5496, 0.1697, -4.1152], [-5.1849, -0.8896, -4.6312], [-5.1851, 0.8582, -4.8147], [-5.3404, 1.1784, -2.3759], [-5.9762, -1.0954, -1.5717], [-4.3553, -0.8660, -0.9890], [-4.6326, -1.8192, -2.4754], [-2.9778, 0.5753, -2.1331], [5.7091, 3.4001, 0.4045], [5.0641, 2.2990, -0.4343], [4.7397, 1.0814, 0.4440], [3.8248, 2.7734, -0.9412], [6.7864, 3.3160, 0.5706], [5.1985, 3.4937, 1.3612], [5.6915, 4.3105, -0.2016], [5.6944, 1.9920, -1.2688], [4.1623, 1.2815, 1.3493], [5.6662, 0.6086, 0.7849], [4.1622, 0.3479, -0.1230], [3.3168, 3.0857, -0.1727], [-0.3430, 0.0544, 5.0736], [-1.6994, 0.4132, 5.6548], [-1.7691, 0.2271, 7.1706], [-1.9169, 1.8106, 5.4741], [0.4323, 0.7314, 5.4343], [-0.3243, 0.1430, 3.9817], [-0.0704, -0.9844, 5.2861], [-2.4962, -0.1747, 5.1811], [-0.9625, 0.7696, 7.6594], [-1.6456, -0.8399, 7.3902], [-2.7547, 0.4786, 7.5555], [-2.0231, 1.9801, 4.5210]],
  "relative_energy_kj_mol": 38.99,
  "total_energy_ha": -3446.86610,
  "homo_lumo_gap_ev": 5.5,
  "lumo_ev": -5.4,
  "total_charge": 1
}